{"formula": "C2H9N", "method": "ωB97M-V/def2-TZVPD", "smiles": "CN.C", "e_lumo_ev": 1.1, "multiplicity": 1, "total_charge": 0, "e_above_lowest_kj_mol": 53.41, "e_homo_ev": -8.75, "orbital_gap_ev": 9.884, "elements": ["C", "N", "H", "H", "H", "H", "H", "C", "H", "H", "H", "H"], "coordinates": [[-1.7301, -0.5004, 2.8000], [-2.8549, -0.2657, 1.9091], [-0.8611, 0.0545, 2.4635], [-1.4376, -1.5525, 2.7889], [-2.0392, -0.2714, 3.8219], [-2.7655, 0.3831, 1.1331], [-3.4258, -1.0571, 1.6995], [3.0043, 0.6105, -3.2920], [3.3397, 0.7697, -2.2741], [2.8991, 1.5938, -3.7554], [2.0657, 0.0853, -3.4247], [3.8057, 0.1501, -3.8696]], "forces_ev_per_a": [[-0.5, -0.4, -0.4], [-0.2, 0.7, -0.2], [0.1, 0.3, 0.3], [0.1, -0.1, 0.0], [0.5, 0.3, 0.1], [0.2, -0.5, 0.4], [0.0, -0.2, -0.2], [0.5, 0.8, -0.8], [-0.3, -0.3, 0.2], [-0.2, 0.1, 0.1], [0.0, -0.2, 0.3], [-0.1, -0.4, 0.2]]}